Entry 1:
Below is one molecule with the formula C3H7NO2, with properties calculated with ωB97M-V with the def2-TZVPD basis set.

Properties
* net charge: 0
* HOMO: -10.0 eV
* strongest force on any atom: 5.17 eV/Å
* SMILES string: NCCOC=O
* frontier orbital gap: 10.890 eV
* energy: -8808.3539 eV
* relative energy (zero: lowest compared OMol25 entry of this formula, charge and spin): 50.2 kcal/mol

Atoms and positions in Å:
1 N 2.32524 -0.16205 0.67803
2 C 1.68778 0.26359 -0.55040
3 C 0.21647 0.57624 -0.12696
4 O -0.51908 -0.64892 -0.32264
5 C -1.79212 -0.47629 -0.09292
6 O -2.34602 0.53357 0.40594
7 H 1.64375 -0.88550 1.15261
8 H 3.21344 -0.69105 0.34042
9 H 2.08046 1.16510 -0.77257
10 H 1.60317 -0.44486 -1.39190
11 H 0.11860 0.80688 0.93559
12 H -0.20272 1.35897 -0.83270
13 H -2.48536 -1.43368 -0.22237

Entry 2:
Below is a 28-piece molecular cluster, H56O28 overall, with properties calculated with ωB97M-V with the def2-TZVPD basis set.

Properties
* net charge: 0
* HOMO: -10.9 eV
* strongest force on any atom: 3.66 eV/Å
* frontier orbital gap: 10.910 eV
* energy: -58243.5718 eV
* relative energy (zero: lowest compared OMol25 entry of this formula, charge and spin): 22.3 kcal/mol

Atoms and positions in Å:
1 O 7.19035 6.60203 11.70008
2 H 7.73602 7.42763 11.48487
3 H 6.41032 6.84661 11.13852
4 O 14.18126 6.85796 10.70014
5 H 13.37752 6.25129 10.76290
6 H 14.97436 6.52777 11.16653
7 O 8.17026 12.38944 9.14070
8 H 8.74767 12.98067 8.58856
9 H 8.21421 11.55451 8.58614
10 O 15.06192 11.25397 12.13821
11 H 14.18140 10.91037 11.86558
12 H 15.23013 11.98284 11.55014
13 O 8.25774 12.82922 13.49656
14 H 7.33468 12.95069 13.42892
15 H 8.37262 12.18054 14.20642
16 O 7.23416 8.89767 5.93808
17 H 6.68534 9.33257 5.29689
18 H 7.87298 9.59611 6.04967
19 O 8.95956 11.03850 6.53750
20 H 8.45222 11.80018 6.25793
21 H 9.90072 11.28301 6.39000
22 O 6.44593 13.51708 10.97939
23 H 5.50471 13.23445 10.87221
24 H 6.89813 13.28127 10.14634
25 O 10.60592 13.62098 8.12625
26 H 10.72494 14.53454 8.16032
27 H 11.16244 13.13132 8.68273
28 O 11.40232 6.17726 10.98471
29 H 11.11409 6.71402 11.73095
30 H 10.61713 5.58398 10.83191
31 O 7.40164 5.83354 14.41201
32 H 6.96023 6.03928 13.57606
33 H 8.35366 6.04075 14.38648
34 O 9.21148 4.63948 10.86981
35 H 9.10744 3.73984 11.25577
36 H 8.42922 5.15709 11.11588
37 O 9.78862 7.49661 13.27461
38 H 9.77414 8.24865 13.93440
39 H 9.63813 7.97781 12.40452
40 O 6.90068 8.11420 9.26115
41 H 6.57630 8.24806 8.35873
42 H 7.64033 8.73908 9.47982
43 O 11.79258 11.29078 6.59292
44 H 12.07145 12.22393 6.63938
45 H 12.06770 11.00036 7.47539
46 O 12.06969 9.04256 12.39995
47 H 11.27688 8.60034 12.85401
48 H 12.41910 9.79358 12.95212
49 O 8.94947 9.87509 14.90641
50 H 8.26656 9.54776 15.43095
51 H 9.42916 10.40383 15.60822
52 O 10.78171 11.36120 17.07371
53 H 10.36595 11.85565 17.79216
54 H 10.96638 12.04522 16.43355
55 O 14.47204 10.70094 7.75177
56 H 14.94580 10.16104 7.13030
57 H 14.51775 10.17169 8.60644
58 O 9.11947 8.61914 10.82152
59 H 9.20836 9.49638 11.20446
60 H 9.85574 8.59042 10.15634
61 O 9.37215 11.31069 11.27568
62 H 8.91382 11.81288 10.55549
63 H 9.36796 11.88319 12.03396
64 O 12.55029 11.71855 9.54074
65 H 12.28676 10.84161 9.82176
66 H 13.49161 11.91838 9.59866
67 O 11.83900 8.99446 9.73338
68 H 12.28312 8.25150 9.23658
69 H 11.94498 8.80606 10.65405
70 O 6.88065 8.41147 15.88301
71 H 6.99709 7.55545 15.33874
72 H 6.18456 8.05940 16.44262
73 O 12.00087 11.95929 12.69056
74 H 12.65262 12.42207 12.21150
75 H 11.51590 11.33268 12.09208
76 O 10.70934 13.47854 14.65070
77 H 9.94598 13.75965 14.13340
78 H 11.38911 13.15002 14.07197
79 O 15.28317 12.94678 9.64043
80 H 15.33031 13.79313 9.25935
81 H 15.43115 12.31138 8.91624
82 O 14.55360 9.41576 10.05617
83 H 15.16985 9.71271 10.75300
84 H 14.32506 8.49484 10.29318

Entry 3:
Below is C43H86ClIN5O6P as an isolated structure, with properties calculated with ωB97M-V with the def2-TZVPD basis set.

Properties
* net charge: 0
* HOMO (spin up / spin down): -8.1 / -8.5 eV
* strongest force on any atom: 2.27 eV/Å
* frontier orbital gap (spin up / spin down): 7.650 / 8.067 eV
* 2S+1: 5
* energy: -95627.6706 eV
* <S²>: 6.016

Atoms and positions in Å:
1 C -5.82173 -0.06785 2.09082
2 C -4.52970 -0.13850 2.92040
3 P -3.29746 -1.19186 2.05428
4 C -4.20079 -2.76167 1.87759
5 N -2.13983 -1.66164 3.34650
6 I -1.87478 -0.26934 4.85607
7 C -0.96758 -2.17884 2.81337
8 O -0.89891 -2.66502 1.70120
9 O 0.05470 -2.20902 3.70207
10 C 1.36335 -2.18198 3.12955
11 C 2.38454 -2.20480 4.24460
12 C 3.79308 -2.05925 3.69143
13 Cl 2.02557 -0.91363 5.42651
14 H -6.58495 0.46786 2.65653
15 H -5.65933 0.48347 1.16163
16 H -6.22146 -1.04817 1.83973
17 H -4.75311 -0.45881 3.94016
18 H -4.09631 0.86099 2.95973
19 H -4.73265 -3.09108 2.77237
20 H -4.91360 -2.61712 1.06311
21 H -3.48542 -3.51731 1.55235
22 H 1.50510 -3.06942 2.50699
23 H 1.48135 -1.30143 2.49298
24 H 2.28714 -3.15554 4.76775
25 H 4.48528 -1.75373 4.47136
26 H 3.81483 -1.32608 2.88275
27 H 4.12167 -3.01368 3.27428
28 C -2.61561 2.06144 -4.96591
29 C -4.14153 1.95833 -5.15067
30 C -4.83156 3.22650 -4.64228
31 C -4.85602 3.33698 -3.11756
32 C -5.45959 2.08004 -2.49082
33 C -4.77751 0.78724 -2.94605
34 N -4.67617 0.74120 -4.44556
35 O -5.83947 0.44907 -4.93483
36 C -3.39030 0.65217 -2.30461
37 C -5.59263 -0.41918 -2.48385
38 C -4.39780 1.79149 -6.64552
39 H -2.15843 1.07183 -4.96252
40 H -2.19529 2.62455 -5.79982
41 H -2.32584 2.57986 -4.05471
42 H -5.86162 3.23987 -5.01208
43 H -4.32531 4.08814 -5.08426
44 H -3.85161 3.51690 -2.72589
45 H -5.45316 4.20489 -2.83068
46 H -5.40434 2.12828 -1.40043
47 H -6.52119 2.03051 -2.75216
48 H -2.84702 -0.19374 -2.72764
49 H -3.51509 0.46883 -1.23698
50 H -2.76856 1.53801 -2.40074
51 H -6.62291 -0.36920 -2.82409
52 H -5.58958 -0.44099 -1.39176
53 H -5.15180 -1.34734 -2.85036
54 H -3.94454 0.87056 -7.01715
55 H -3.94968 2.63507 -7.17188
56 H -5.45828 1.77332 -6.88150
57 C 10.62715 -4.84868 1.77408
58 C 9.78677 -4.90482 3.06023
59 C 8.67822 -5.95650 2.93944
60 C 7.54256 -5.54261 2.00433
61 C 6.97726 -4.17752 2.39401
62 C 8.04537 -3.08336 2.49790
63 N 9.15844 -3.57647 3.37501
64 O 8.90156 -3.43338 4.61891
65 C 8.54828 -2.68579 1.10432
66 C 7.46209 -1.82835 3.13509
67 C 10.72942 -5.26047 4.20488
68 H 11.13898 -3.89029 1.68374
69 H 11.38512 -5.63094 1.81386
70 H 10.04822 -5.01687 0.86948
71 H 8.26698 -6.14476 3.93604
72 H 9.13212 -6.89150 2.60055
73 H 7.88277 -5.53254 0.96556
74 H 6.74740 -6.28876 2.05457
75 H 6.22430 -3.85271 1.67048
76 H 6.47413 -4.26484 3.36272
77 H 9.41007 -2.02175 1.18295
78 H 7.75192 -2.14791 0.58880
79 H 8.82051 -3.52836 0.47701
80 H 7.00525 -2.03547 4.09908
81 H 6.69748 -1.41827 2.47217
82 H 8.23129 -1.06898 3.28014
83 H 11.48840 -4.48837 4.33713
84 H 11.22709 -6.20050 3.96111
85 H 10.19792 -5.38180 5.14439
86 C 0.37908 -0.38261 8.96480
87 C 0.72558 1.07016 9.33044
88 C 1.46657 1.13197 10.67017
89 C 0.56642 0.86106 11.87473
90 C -0.65833 1.77518 11.86586
91 C -1.44955 1.72163 10.55398
92 N -0.49998 1.93263 9.41050
93 O -0.25029 3.16839 9.19809
94 C -2.20570 0.39343 10.42867
95 C -2.48991 2.83545 10.51673
96 C 1.61325 1.60790 8.21450
97 H -0.45068 -0.42157 8.25751
98 H 1.24053 -0.84553 8.48352
99 H 0.13085 -1.00367 9.82253
100 H 1.91277 2.12575 10.77603
101 H 2.29059 0.41451 10.63676
102 H 0.25927 -0.18795 11.89701
103 H 1.13420 1.02968 12.79168
104 H -1.33588 1.51673 12.68387
105 H -0.33444 2.80678 12.03489
106 H -2.64185 0.29247 9.43368
107 H -3.01719 0.38689 11.15723
108 H -1.59417 -0.48137 10.62462
109 H -2.04335 3.81197 10.68206
110 H -3.22412 2.64879 11.30241
111 H -3.00562 2.85298 9.55581
112 H 1.07976 1.61621 7.26191
113 H 2.47956 0.95154 8.11715
114 H 1.96707 2.61553 8.41569
115 C -2.11383 2.89872 -13.65635
116 C -1.71312 2.37379 -12.26800
117 C -2.41462 1.04501 -11.96690
118 C -3.90704 1.19587 -11.67481
119 C -4.15207 2.21941 -10.56562
120 C -3.49625 3.57705 -10.83870
121 N -2.05237 3.35500 -11.18213
122 O -1.31801 3.21878 -10.14454
123 C -4.24284 4.32026 -11.95425
124 C -3.55581 4.46625 -9.60201
125 C -0.20002 2.18393 -12.27232
126 H -1.95360 3.97478 -13.72816
127 H -1.49060 2.41594 -14.40912
128 H -3.14696 2.68569 -13.91871
129 H -1.92884 0.58280 -11.10194
130 H -2.25495 0.37611 -12.81688
131 H -4.45098 1.47465 -12.58121
132 H -4.31023 0.23001 -11.36512
133 H -5.22554 2.37091 -10.42430
134 H -3.76877 1.81092 -9.62554
135 H -3.69230 5.21239 -12.25614
136 H -5.21398 4.63450 -11.57065
137 H -4.42987 3.71757 -12.83705
138 H -3.11223 3.98383 -8.73593
139 H -4.60175 4.68860 -9.38342
140 H -3.02814 5.40504 -9.77499
141 H 0.31065 3.13511 -12.42824
142 H 0.05972 1.51037 -13.09069
143 H 0.15624 1.75316 -11.34094